No. 1
The following is a DFT calculation (wB97M-V/def2-TZVPD) of a 3-piece molecular cluster, C2H12NO2 overall at a distorted geometry.

Its net charge is +1. The HOMO-LUMO gap comes out at 11.988 eV. The HOMO energy is -15.109 eV. For the LUMO energy, the calculation gives -0.115 Eh.

Last column: Mulliken charge in e.
Atoms and positions in Å:
C -1.026 -0.673 -2.133  -1.287
C -0.137 -0.447 -0.930  -0.120
N -0.725 0.699 -0.097  -0.277
H -2.030 -1.143 -1.941  0.349
H -1.097 0.239 -2.717  0.441
H -0.459 -1.396 -2.740  0.346
H -0.201 -1.282 -0.200  0.230
H 0.920 -0.141 -1.248  0.271
H -1.438 1.090 -0.701  0.353
H 0.037 1.453 0.105  0.322
H -1.165 0.272 0.686  0.349
H 0.025 -2.271 2.808  0.317
H 1.422 -2.494 2.212  0.298
O 0.572 -2.151 2.011  -0.614
H 1.203 2.582 1.564  0.334
H 1.890 2.737 0.225  0.334
O 1.046 2.423 0.615  -0.645



No. 2
The following is a DFT calculation (wB97M-V/def2-TZVPD) of C3H8O3 as an isolated structure at a distorted geometry.

Its net charge is 0. The HOMO-LUMO gap comes out at 9.777 eV. The HOMO energy is -9.166 eV. For the LUMO energy, the calculation gives 0.022 Eh.

Last column: Mulliken charge in e.
Atoms and positions in Å:
C 0.656 -0.254 0.261  0.385
C -1.623 -0.537 0.068  -0.261
C 1.012 1.194 0.078  -1.116
O -0.059 -0.823 -0.694  -0.383
O 2.064 -1.183 -0.318  -0.674
O -2.017 0.754 -0.161  -0.442
H 1.917 -2.095 -0.035  0.245
H -2.095 0.880 -1.119  0.352
H 0.581 -0.596 1.300  0.384
H -1.682 -0.775 1.128  0.329
H -2.158 -1.280 -0.521  0.271
H 1.814 1.269 -0.662  0.356
H 0.209 1.807 -0.330  0.290
H 1.381 1.639 1.005  0.264



No. 3
The following is a DFT calculation (wB97M-V/def2-TZVPD) of a 2-piece molecular cluster, C4H8N2O2 overall at a distorted geometry.

Its net charge is 0. The HOMO-LUMO gap comes out at 9.832 eV. The structure (SMILES) is CC=C=[N+]([O-])O.C=N. The HOMO energy is -8.995 eV. For the LUMO energy, the calculation gives 0.031 Eh.

Last column: Mulliken charge in e.
Atoms and positions in Å:
C -1.939 1.243 -0.276  -0.888
C -0.752 1.543 0.593  -0.419
C 0.419 1.011 0.390  0.185
N 1.549 0.517 0.135  0.610
O 2.150 -0.427 0.609  -0.665
O 2.107 1.183 -1.084  -0.431
H -1.712 0.177 -0.510  0.246
H -1.975 1.841 -1.124  0.292
H -2.980 1.307 0.219  0.288
H -1.003 2.294 1.226  0.430
H 3.047 0.987 -0.896  0.333
C 0.509 -2.311 -0.080  -0.333
N -0.641 -1.944 0.295  -0.428
H 1.097 -1.773 -0.715  0.282
H 1.113 -3.137 0.156  0.309
H -0.992 -2.512 1.063  0.188